[1]
C6H13NO3 | ωB97M-V with the def2-TZVPD basis set

Element x y z (Å)
C1 0.43363 -1.27212 1.53155
C2 1.24830 -0.36243 0.63223
C3 1.92774 0.74924 1.41107
O1 2.22036 -1.13411 -0.11959
C4 1.65701 -0.73832 -1.37659
C5 0.59151 0.12445 -0.70107
C6 -0.85535 -0.23008 -0.96792
N1 -2.35866 1.24519 0.66561
O2 -1.27913 -1.37993 -0.94603
H1 0.07503 -2.15624 0.98933
H2 1.06245 -1.60659 2.36822
H3 -0.42468 -0.73135 1.95429
H4 2.58266 0.32474 2.18494
H5 2.53088 1.37784 0.74270
H6 1.16967 1.37574 1.90211
H7 2.37763 -0.18520 -1.99413
H8 1.25986 -1.59583 -1.93739
H9 0.71826 1.20269 -0.85477
H10 -2.16500 0.90071 1.60298
H11 -3.31792 1.01974 0.41349
O3 -1.35384 0.64984 -1.87746
H12 -2.19480 2.24894 0.62237
H13 -1.70360 0.17174 -2.64120

Calculated values
* ΔE to the lowest compared entry with this formula, charge and spin: 198.4 kJ/mol
* net charge: 0
* frontier orbital gap: 0.3770 Ha
* SMILES: CC1(C)OC[C@H]1C(=O)O.N
* energy: -14064.57307 eV

***

[2]
CH2N4O2S | ωB97M-V with the def2-TZVPD basis set

Element x y z (Å)
C1 3.60035 -0.94773 0.52935
N1 4.23696 -0.79661 1.46808
N2 -0.24030 -0.74068 0.05370
N3 1.78853 0.30796 -0.70976
N4 2.05096 1.58355 -0.14267
O1 1.09671 2.23251 0.20816
O2 3.23597 1.95177 -0.10737
S1 2.80999 -0.86951 -0.94773
H1 -0.27297 -1.08378 -0.91962
H2 -1.10285 -0.18219 0.03084

Calculated values
* ΔE to the lowest compared entry with this formula, charge and spin: 512.1 kJ/mol
* net charge: 0
* frontier orbital gap (alpha / beta): 0.2953 / 0.3443 Ha
* energy: -21951.54554 eV

***

[3]
C2H4N2OS2 | ωB97M-V with the def2-TZVPD basis set

Element x y z (Å)
C1 -0.23385 0.52565 -0.02131
C2 1.27995 0.42228 0.00037
H1 -1.73729 1.93354 -0.08694
H2 -0.07894 2.53703 0.14350
H3 -2.73973 -1.81152 0.30563
H4 3.20828 -0.80976 0.23380
N1 -0.71053 1.78675 -0.06142
N2 -0.84227 -0.62256 -0.06942
O1 1.94956 1.43014 0.06335
S1 -2.53069 -0.47500 0.02341
S2 1.92721 -1.22046 -0.02724

Calculated values
* ΔE to the lowest compared entry with this formula, charge and spin: 43.8 kJ/mol
* net charge: 0
* frontier orbital gap: 0.3251 Ha
* SMILES: N/C(=N\S)C(=O)S
* energy: -28836.62886 eV

***

[4]
C8H12NOS2 | ωB97M-V with the def2-TZVPD basis set

Element x y z (Å)
C1 -2.47954 0.55357 1.46852
C2 -2.02923 1.84266 0.93368
C3 -1.88322 -0.61427 1.19136
C4 -1.03510 1.77156 0.05764
C5 2.18148 -0.26326 0.21981
C6 -0.82179 -0.53243 0.25670
C7 1.84501 0.01151 -1.17001
C8 0.39400 0.52775 -1.48751
N1 -0.52456 0.60115 -0.40082
O1 3.47971 -0.64176 0.41227
S1 1.05738 -1.54334 0.94454
S2 -1.10140 -2.34944 -1.18681
H1 -3.22988 0.36275 2.22737
H2 -2.51563 2.74858 1.21431
H3 -2.15530 -1.49120 1.75653
H4 -0.72416 2.69528 -0.40944
H5 1.90990 0.55617 0.96635
H6 2.54732 0.88927 -1.41891
H7 2.10291 -0.74292 -1.88806
H8 0.47293 1.46382 -1.99324
H9 -0.06111 -0.19581 -2.16684
H10 3.63644 -0.74154 1.33151
H11 1.45306 -2.48079 -0.07007
H12 -2.51923 -2.42729 -0.78888

Calculated values
* ΔE to the lowest compared entry with this formula, charge and spin: 0.0 kJ/mol
* net charge: +1
* frontier orbital gap (alpha / beta): 0.2819 / 0.2820 Ha
* energy: -33688.49641 eV

***

[5]
C7H10ClNTm | ωB97M-V with the def2-TZVPD basis set

Element x y z (Å)
C1 0.45806 -1.64199 0.41712
C2 -0.92723 -1.39736 0.67234
C3 -1.00002 -0.65727 1.90219
C4 0.31121 -0.43782 2.45374
C5 1.24594 -1.10551 1.53351
Tm1 0.16745 0.92972 0.36362
N1 1.30981 0.93957 -1.35792
C6 0.01290 0.95398 -2.41324
C7 -1.27311 0.80601 -1.70485
H1 -1.96644 -0.29038 2.38326
H2 -1.76948 -1.75034 0.04389
H3 0.59014 0.05724 3.37047
H4 2.31459 -1.16943 1.64207
H5 0.86821 -2.24085 -0.36890
H6 -1.77586 -0.16286 -1.83420
H7 0.28458 0.14266 -3.17250
H8 2.24393 0.23694 -1.49681
H9 -1.86064 1.69882 -1.35072
H10 0.54990 1.94669 -2.48345
Cl1 0.21605 3.14216 1.40038

Calculated values
* 2S+1: 3
* net charge: -1
* frontier orbital gap (alpha / beta): 0.2255 / 0.2250 Ha
* energy: -50963.56323 eV

***

[6]
C2H4NiO3 | ωB97M-V with the def2-TZVPD basis set

Element x y z (Å)
O1 1.67236 0.37165 -0.06234
C1 1.03236 -0.76489 -0.22344
C2 -0.18923 -0.96466 0.42729
O2 -0.30296 -0.29842 1.60297
Ni1 0.66726 1.32594 1.32539
H1 1.31042 -1.41501 -1.06787
H2 -0.59479 -1.99006 0.39254
H3 -1.35550 0.33980 -0.66853
O3 -1.21234 1.48869 -0.44061
H4 -1.02757 1.90695 -1.28538

Calculated values
* ΔE to the lowest compared entry with this formula, charge and spin: 5.6 kJ/mol
* 2S+1: 4
* net charge: -1
* frontier orbital gap (alpha / beta): 0.2084 / 0.2342 Ha
* energy: -49321.79034 eV

***

[7]
C17H20N2O3S | ωB97M-V with the def2-TZVPD basis set

Element x y z (Å)
C1 -0.04005 5.84404 3.71182
C2 -1.16141 5.04781 3.11197
C3 -1.63099 5.38960 1.64637
H1 -0.60892 5.22009 0.97999
H2 -1.63102 6.46024 1.48079
C4 -2.53632 4.40314 1.12830
N1 -2.12725 2.96293 1.07940
C5 -2.11760 2.47337 -0.40168
O1 -2.29821 3.02178 -1.43401
C6 -1.65675 1.08614 -0.22051
C7 -2.29057 0.05146 -1.25477
C8 -1.80875 -1.24182 -1.39512
C9 -0.75993 -1.52993 -0.35362
C10 -0.54652 -0.83056 0.76932
C11 -0.82282 0.55693 0.63135
H3 -0.38868 1.07740 1.63328
H4 0.32129 -1.13236 1.57728
N2 -0.46261 -3.02157 -0.20620
S1 0.90768 -3.37362 0.06544
O2 1.25939 -3.28661 1.59580
O3 1.18894 -4.78629 -0.50472
C12 1.97640 -2.49086 -0.76991
C13 1.93253 -2.54509 -2.20467
C14 2.69912 -1.69421 -2.88895
C15 3.20298 -0.48807 -2.68732
C16 3.28909 -0.26662 -1.05071
C17 2.82877 -1.16744 -0.25229
H5 2.47107 -1.17907 0.76643
H6 3.92005 0.40979 -0.51837
H7 3.91496 0.24280 -2.97230
H8 2.63735 -1.70943 -4.15952
H9 1.56476 -3.31388 -2.80008
H10 -0.95177 -3.53773 -1.00510
H11 -1.99119 -1.76286 -2.05584
H12 -2.69631 0.58404 -2.00383
H13 -2.34825 2.44823 1.79556
H14 -3.52828 4.58595 1.59007
H15 -2.92638 4.70069 0.34161
H16 -2.03037 4.94418 3.71226
H17 -0.82790 3.69781 3.15398
H18 -0.31595 6.91042 3.80009
H19 0.86591 5.53749 3.18558
H20 0.31516 5.46915 4.64109

Calculated values
* ΔE to the lowest compared entry with this formula, charge and spin: 1548.9 kJ/mol
* net charge: 0
* frontier orbital gap: 0.3162 Ha
* energy: -37896.90742 eV

***

[8]
C22H20CdClN | ωB97M-V with the def2-TZVPD basis set

Element x y z (Å)
C1 -4.02594 -1.05071 0.39557
C2 -3.43113 -1.21436 -0.86964
C3 -2.74553 0.02044 -1.21456
H1 -3.44097 -2.12007 -1.48607
C4 -3.02260 0.93992 -0.13095
C5 -3.76574 0.27845 0.85935
H2 -4.10051 0.70035 1.81949
H3 -4.57333 -1.81479 0.95009
H4 -2.32201 0.30110 -2.19183
H5 -2.72102 1.98745 -0.12972
Cd1 -0.55741 -0.71556 -0.78913
Cl1 -0.39339 -3.13190 -0.62239
C6 1.60450 -1.70243 -3.88630
C7 1.46908 -0.30380 -4.14526
C8 0.28858 -0.11194 -4.92600
H6 2.17643 0.47061 -3.84721
C9 -0.30666 -1.39164 -5.14829
C10 0.50777 -2.37489 -4.50782
H7 0.34737 -3.45285 -4.52795
H8 2.42561 -2.17925 -3.35121
H9 -0.07048 0.83734 -5.32472
H10 -1.19818 -1.58876 -5.74460
C11 4.51114 -0.65611 1.19228
C12 3.73210 -1.02713 0.08174
C13 2.48206 -0.45838 -0.12488
C14 1.84968 0.30536 0.91315
C15 2.68358 0.69492 2.01032
C16 3.99362 0.24241 2.12853
N1 0.47731 0.51906 0.86877
C17 -0.18412 1.10129 1.98780
C18 -0.43614 0.35695 3.17255
C19 -1.01418 0.93712 4.29739
C20 -1.41837 2.27836 4.26207
C21 -1.26716 3.02230 3.08387
C22 -0.65336 2.44661 1.97474
H11 5.51966 -1.05909 1.28503
H12 4.12579 -1.75028 -0.65159
H13 1.97517 -0.70213 -1.07051
H14 2.25734 1.31286 2.80238
H15 4.59565 0.58571 2.96191
H16 -0.13607 -0.69132 3.19064
H17 -1.16692 0.35867 5.21514
H18 -1.89733 2.71114 5.14340
H19 -1.64607 4.05043 3.02806
H20 -0.52781 3.03850 1.06636

Calculated values
* ΔE to the lowest compared entry with this formula, charge and spin: 0.0 kJ/mol
* net charge: -2
* frontier orbital gap: 0.2052 Ha
* energy: -41714.87727 eV